No. 1
Density functional theory data (wB97M-V/def2-TZVPD) for a structure of composition B2CsF8 in a non-equilibrium geometry.

Properties
gap between HOMO and LUMO = 10.81 eV
energy = -869.40905 Eh
HOMO = -0.3240 Eh
LUMO = 2.00 eV
total charge = -1

CARTESIAN COORDINATES (ANGSTROEM)
Cs: -0.279 -0.247 1.174
B: -0.295 -3.087 -1.091
F: 0.592 -4.162 -1.124
F: -1.197 -3.097 -2.186
F: -1.145 -3.155 0.070
F: 0.451 -1.904 -1.092
B: 0.375 3.151 0.857
F: -0.071 3.080 2.161
F: 0.489 4.451 0.365
F: 1.665 2.528 0.811
F: -0.583 2.442 0.055

Atomic partial charges in e from the Löwdin method, atoms 1 to 4:
1. Cs 1.2524
2. B -1.2745
3. F 0.1040
4. F 0.0716



No. 2
Density functional theory data (wB97M-V/def2-TZVPD) for a structure of composition B3BrFH2O3S in a non-equilibrium geometry.

Properties
gap between HOMO and LUMO = 8.13 eV
energy = -3373.91741 Eh
HOMO = -0.1885 Eh
LUMO = 3.00 eV
total charge = -1

CARTESIAN COORDINATES (ANGSTROEM)
S: 2.369 -1.137 0.065
B: 0.902 -0.345 -0.653
O: 0.705 1.013 -0.702
B: -0.514 1.328 -0.036
O: -1.606 0.596 -0.515
B: -1.284 -0.741 -0.445
Br: -2.210 -1.907 0.693
O: -0.133 -1.170 -1.112
H: 3.144 -0.047 0.117
H: -0.573 2.114 0.843
F: -0.799 0.297 1.745

Atomic partial charges in e from the Löwdin method, atoms 1 to 4:
1. S 0.8386
2. B -1.0001
3. O 0.1662
4. B -0.4630



No. 3
Density functional theory data (wB97M-V/def2-TZVPD) for a structure of composition B5F20MnNO3 in a non-equilibrium geometry.

Properties
gap between HOMO and LUMO (spin up / spin down) = 7.71 / 7.79 eV
energy = -3554.08931 Eh
HOMO (spin up / spin down) = 0.0664 / 0.0636 Eh
multiplicity = 6
LUMO (spin up / spin down) = 9.52 / 9.52 eV
total charge = -4

CARTESIAN COORDINATES (ANGSTROEM)
Mn: -0.209 0.046 0.064
N: -1.364 -1.173 -2.821
O: -2.572 -1.503 -2.743
O: -0.750 -1.276 -3.900
O: -0.774 -0.739 -1.790
B: 2.502 1.075 -1.982
F: 1.930 0.438 -3.048
F: 1.864 0.858 -0.743
F: 3.890 0.677 -1.858
F: 2.549 2.501 -2.199
B: 1.606 -2.894 -0.097
F: 1.080 -1.595 0.136
F: 2.703 -2.754 -0.993
F: 2.046 -3.457 1.117
F: 0.635 -3.729 -0.666
B: -2.159 -1.268 1.957
F: -1.314 -2.387 1.955
F: -1.333 -0.090 1.877
F: -2.984 -1.319 0.826
F: -2.947 -1.237 3.124
B: -1.987 2.522 -0.507
F: -0.640 2.062 -0.643
F: -2.898 1.533 -0.916
F: -2.286 2.847 0.837
F: -2.136 3.647 -1.333
B: 1.098 1.442 2.879
F: 2.302 2.170 2.995
F: 0.058 2.379 3.010
F: 1.014 0.785 1.600
F: 1.076 0.436 3.860

Atomic partial charges in e from the Löwdin method, atoms 1 to 4:
1. Mn 1.1245
2. N -0.5475
3. O -0.0586
4. O -0.0471